No. 1
This record from the Open Molecules 2025 dataset describes C5H8O2 as an isolated structure. The level of theory is ωB97M-V with the def2-TZVPD basis set.

Properties
**Energy above the lowest of the compared OMol25 structures with the same formula, charge and spin**: 498.17 kJ/mol

XYZ file:
```
15
Properties=species:S:1:pos:R:3:forces:R:3:mulliken_charge:R:1
O -0.087796 0.517697 1.433095 -0.1 0.0 0.0 -0.40
O 1.204643 0.837851 -1.582994 -0.1 -0.4 -0.4 -0.56
C -1.917755 -0.253691 -0.082925 0.0 0.0 0.0 -1.29
C 1.183131 -1.187912 -0.123141 0.2 0.5 0.5 -0.87
C 0.671408 0.137831 -0.510167 -0.2 0.0 0.0 0.62
C 1.179888 0.330901 0.868113 0.2 0.1 0.3 -0.08
C -0.673983 0.579423 0.090031 -0.3 0.0 -0.3 0.12
H -1.723656 -1.321667 0.054785 0.0 0.2 0.0 0.28
H 1.804097 0.216194 -2.020346 -0.1 0.2 0.0 0.34
H -2.689066 0.048033 0.632059 0.1 0.0 -0.1 0.34
H 1.838931 -0.746922 0.992639 0.0 -0.2 0.1 0.17
H -2.312049 -0.102590 -1.092112 0.0 0.0 0.1 0.34
H 0.430607 -1.767699 0.441763 0.2 0.3 -0.3 0.24
H 1.947788 1.084753 1.065215 0.1 -0.5 0.0 0.41
H -0.856182 1.627804 -0.166019 0.0 -0.1 0.1 0.35
```
Forces are in eV/Å.


No. 2
This record from the Open Molecules 2025 dataset describes a single C3H5NO3 molecule at a distorted geometry. The level of theory is ωB97M-V with the def2-TZVPD basis set.

Properties
**Energy above the lowest of the compared OMol25 structures with the same formula, charge and spin**: 541.17 kJ/mol
**SMILES string**: ON=C1OCCO1

XYZ file:
```
12
Properties=species:S:1:pos:R:3:forces:R:3:mulliken_charge:R:1
O 0.710723 0.494182 -0.161392 0.5 0.2 1.7 -0.45
O -1.388263 -0.032345 0.421724 -0.3 -1.4 -2.0 -0.36
O 1.060242 2.228753 1.699145 -0.8 -1.7 -4.8 -0.39
N -0.288286 1.558973 1.688965 1.6 0.0 -1.7 -0.40
C 0.512432 -0.695273 -0.933327 -2.2 1.5 -1.2 -0.33
C -0.865021 -1.271480 -0.365854 -0.4 -0.1 0.7 -0.24
C -0.350645 0.761310 0.671063 1.2 -0.1 1.4 0.74
H -1.556594 -1.710668 -1.279430 1.4 1.7 2.7 0.24
H -0.875793 -1.959628 0.547138 0.6 0.3 -1.9 0.26
H 1.450440 -1.316837 -1.054855 -1.4 0.7 0.5 0.28
H 1.384758 2.047800 0.618292 -0.9 1.0 4.8 0.40
H 0.206007 -0.104787 -1.851468 0.6 -2.0 -0.1 0.25
```
Forces are in eV/Å.


No. 3
This record from the Open Molecules 2025 dataset describes a single C4H10N4 molecule at a distorted geometry. The level of theory is ωB97M-V with the def2-TZVPD basis set.

Properties
**Energy above the lowest of the compared OMol25 structures with the same formula, charge and spin**: 328.37 kJ/mol
**SMILES string**: [H]/N=N\N(C)[C@]1(C)CN1

XYZ file:
```
18
Properties=species:S:1:pos:R:3:forces:R:3:mulliken_charge:R:1
N -1.136158 1.302255 0.937025 -0.5 0.0 0.8 -0.71
N 0.702174 -0.098105 0.044958 -0.1 -0.9 -0.2 0.55
N 1.577618 0.877490 0.201810 -0.9 0.8 -0.1 0.07
N 2.781260 0.764612 0.376376 1.7 -0.1 0.3 -1.00
C -0.672134 0.343512 -0.038094 -0.1 0.4 -0.2 1.17
C -0.915125 1.753944 -0.426522 0.0 0.1 -0.4 -0.79
C 0.995337 -1.515877 0.127648 0.3 0.2 0.1 -0.75
C -1.675519 -0.710129 -0.440267 0.3 0.1 0.1 -1.52
H -2.661094 -0.254877 -0.431180 0.0 0.0 0.0 0.41
H 3.183287 -0.190867 0.419042 -0.6 -0.1 -0.1 0.26
H -0.411596 1.611583 1.577558 0.2 -0.1 -0.3 0.28
H 0.536094 -1.956990 1.014299 0.1 -0.1 0.0 0.30
H 0.648394 -2.033045 -0.765950 0.0 0.0 0.0 0.27
H -0.061489 2.381856 -0.641045 0.0 -0.1 0.1 0.28
H 2.076201 -1.648499 0.198857 -0.2 -0.1 0.0 0.22
H -1.466649 -1.079932 -1.441894 0.0 -0.1 -0.1 0.34
H -1.682860 -1.542174 0.258986 0.0 -0.1 0.0 0.33
H -1.817742 1.995241 -0.971606 -0.1 0.0 -0.1 0.27
```
Forces are in eV/Å.


No. 4
This record from the Open Molecules 2025 dataset describes a single C17H28N4O3S molecule at a distorted geometry. The level of theory is ωB97M-V with the def2-TZVPD basis set.

Properties
**Energy above the lowest of the compared OMol25 structures with the same formula, charge and spin**: 23.05 kJ/mol
**SMILES string**: O=C(NC1CCCCCCC1)[C@@H]1CCCN(S(=O)(=O)c2cnc[nH]2)C1

XYZ file:
```
53
Properties=species:S:1:pos:R:3:forces:R:3:mulliken_charge:R:1
S -1.866833 0.951997 0.438444 -0.1 0.4 -0.1 1.70
O -1.644908 0.039547 -0.646229 -0.1 0.3 -0.2 -0.72
O 3.342743 1.284326 -0.242146 0.4 0.1 0.2 -0.72
O -2.056174 0.429030 1.760474 0.0 0.3 0.1 -0.79
N -4.218113 2.081884 1.116853 -0.1 0.0 0.2 0.00
N -4.902940 3.336543 -0.551195 -0.3 0.3 -0.3 -0.63
N 1.432822 0.164416 -0.651987 -0.1 -0.4 -0.1 0.21
N -0.593687 1.977261 0.457637 -0.7 -0.7 0.0 0.49
C -0.343021 2.814746 1.603337 0.0 0.2 0.7 -0.89
C -3.747073 2.731238 -0.912594 0.3 -0.3 0.0 -0.24
C 1.165844 3.007033 1.755497 -0.2 0.1 -0.2 -0.57
C 1.950602 -1.160572 -0.350323 0.2 -0.1 0.0 -0.49
C 1.415426 2.619393 -0.712230 0.1 0.1 0.2 0.75
C 0.454757 -4.125039 0.759033 0.3 -0.2 0.0 -0.61
C 1.238635 -1.652967 0.919359 0.3 -0.1 0.0 0.00
C 1.774843 3.543665 0.460461 0.2 -0.2 0.1 -1.24
C -0.107240 2.512532 -0.791014 0.2 0.0 -0.6 -1.76
C 0.181437 -4.021822 -1.818635 0.1 0.0 0.1 -1.15
C 1.806714 -2.053959 -1.586510 0.0 0.1 0.1 -1.23
C -3.303240 1.936499 0.112011 0.6 -0.4 0.1 -0.35
C 1.473673 -3.115516 1.307664 -0.3 0.2 0.1 -1.04
C 2.154607 1.283457 -0.505926 -0.3 0.3 -0.3 0.25
C 0.789869 -4.733287 -0.606784 -0.3 0.0 -0.1 -0.73
C -5.164785 2.930324 0.662134 0.0 -0.1 0.2 -0.39
C 0.368203 -2.503872 -1.870310 0.1 -0.2 -0.1 -0.09
H 2.483993 -3.415953 1.023846 0.1 -0.1 0.1 0.43
H -3.312751 2.888902 -1.878235 0.2 0.0 -0.2 0.49
H 1.401950 4.551171 0.261268 0.0 0.0 0.0 0.45
H 2.200494 -1.489235 -2.434276 0.1 -0.1 0.0 0.37
H 1.874812 -4.794012 -0.710963 0.0 -0.1 0.0 0.34
H 0.619673 -4.467171 -2.716417 -0.1 0.0 -0.1 0.31
H 1.362947 3.693557 2.579671 0.0 0.0 0.0 0.41
H 2.859953 3.584520 0.556030 -0.1 0.1 0.0 0.50
H 2.451130 -2.921984 -1.462748 0.1 -0.1 0.0 0.60
H -0.533580 -3.664640 0.725483 -0.1 0.0 0.1 0.30
H 3.018341 -1.028912 -0.140913 -0.2 0.0 0.0 0.51
H 0.421820 -5.762664 -0.629463 0.1 0.0 0.0 0.39
H 1.623086 2.045261 1.989905 0.0 0.0 0.1 0.21
H -0.763744 2.304041 2.470105 0.1 0.2 0.1 0.50
H -0.317208 -2.031769 -1.169219 -0.1 0.0 0.0 -0.03
H 0.436707 0.193099 -0.805251 0.1 0.2 0.0 0.09
H -0.441070 1.857815 -1.596366 0.1 0.1 -0.1 0.59
H 1.421615 -3.168468 2.397800 0.1 0.0 0.0 0.37
H 0.400059 -4.946976 1.477559 -0.1 0.0 0.0 0.39
H 1.590666 -1.014870 1.734498 -0.1 0.1 0.0 0.51
H -0.531490 3.514023 -0.964740 0.0 -0.1 0.0 0.48
H 1.798770 3.052900 -1.641901 -0.1 -0.1 0.0 0.39
H -0.891108 -4.228867 -1.845168 0.0 -0.1 -0.1 0.40
H -4.148731 1.592023 1.995927 -0.1 0.1 0.0 0.21
H 0.165570 -1.471453 0.827322 0.0 0.0 0.0 -0.14
H -6.020360 3.230078 1.232558 -0.2 0.0 0.2 0.41
H -0.838585 3.791036 1.480860 0.0 -0.1 0.0 0.34
H 0.064880 -2.168310 -2.864196 -0.1 0.1 0.1 0.45
```
Forces are in eV/Å.